{"formula": "C30H38IrN7O9P2S", "method": "ωB97M-V with the def2-TZVPD basis set", "symbols": ["Ir", "C", "N", "C", "C", "N", "C", "P", "C", "N", "C", "C", "N", "C", "C", "N", "C", "C", "N", "C", "H", "H", "H", "H", "H", "H", "H", "H", "H", "H", "H", "H", "H", "H", "H", "C", "O", "P", "O", "C", "O", "C", "H", "H", "H", "H", "H", "H", "H", "H", "H", "C", "C", "C", "C", "C", "C", "N", "C", "C", "C", "C", "C", "C", "C", "O", "O", "C", "C", "H", "H", "H", "H", "H", "H", "H", "H", "H", "H", "H", "H", "H", "H", "O", "S", "O", "O", "O"], "xyz": [[-0.84131, 1.13149, 0.41997], [-3.45286, 5.14747, -2.28187], [-2.31353, 4.38750, -1.80716], [-1.10914, 4.25893, -2.44888], [-0.33642, 3.45759, -1.67225], [-1.05041, 3.09756, -0.55947], [-2.26836, 3.66669, -0.65558], [-3.70804, 3.55639, 0.38838], [-3.43082, 0.40030, -1.00374], [-2.28750, 0.87089, -1.48056], [-2.28019, 0.52715, -2.81364], [-3.43398, -0.11947, -3.11902], [-4.16471, -0.20132, -1.95527], [-5.42709, -0.89842, -1.75375], [-2.95583, 2.82260, 1.80230], [-1.65539, 2.47572, 1.98907], [-1.53603, 2.05357, 3.28715], [-2.75053, 2.14557, 3.89177], [-3.63560, 2.62252, 2.96338], [-5.07329, 2.68884, 3.13339], [-3.11663, 5.89805, -2.99206], [-4.17333, 4.49139, -2.77192], [-3.94368, 5.63901, -1.44391], [-0.90195, 4.74297, -3.38718], [0.67864, 3.13458, -1.83157], [-1.45847, 0.79994, -3.45264], [-3.79644, -0.52681, -4.04605], [-5.73209, -1.34318, -2.69610], [-5.29756, -1.66683, -0.99677], [-6.19487, -0.20357, -1.41697], [-0.59899, 1.70256, 3.68244], [-3.05737, 1.89081, 4.89118], [-5.31381, 3.11216, 4.10597], [-5.50735, 3.31111, 2.35486], [-5.49531, 1.68522, 3.06300], [0.99515, 4.71660, 0.97869], [1.81552, 3.61793, 0.54399], [1.45365, 2.09003, 0.93552], [1.67111, 2.00123, 2.49515], [2.95253, 2.25101, 3.11012], [2.78292, 1.41207, 0.38588], [3.01256, 1.24848, -1.02343], [1.64821, 5.44109, 1.46156], [0.22560, 4.39378, 1.68182], [0.52203, 5.17574, 0.11249], [2.76787, 2.83568, 4.00711], [3.61639, 2.79553, 2.44185], [3.40641, 1.29848, 3.37314], [3.95656, 0.72039, -1.11993], [3.09165, 2.22183, -1.50955], [2.21100, 0.66133, -1.47261], [6.23756, -4.12806, -2.87846], [4.79279, -4.30701, -2.50108], [4.01805, -5.25239, -3.16167], [2.68624, -5.44392, -2.82795], [2.11133, -4.68285, -1.82912], [2.86889, -3.71955, -1.16455], [2.26391, -2.88761, -0.19720], [1.46350, -3.28358, 0.83717], [1.44163, -4.62772, 1.24709], [0.69834, -5.02403, 2.33687], [-0.04581, -4.10807, 3.07368], [-0.02676, -2.78057, 2.70849], [0.71092, -2.34403, 1.60496], [0.54707, -0.91621, 1.24523], [0.02759, -0.10179, 2.07181], [0.89080, -0.50398, 0.09001], [4.21845, -3.52589, -1.49083], [5.07241, -2.54212, -0.73658], [6.50964, -4.81139, -3.67993], [6.89330, -4.31504, -2.02577], [6.42824, -3.10754, -3.21773], [4.46432, -5.84766, -3.94877], [2.09665, -6.17843, -3.36084], [1.06474, -4.79910, -1.57736], [2.19937, -1.90680, -0.40246], [2.02921, -5.34775, 0.69480], [0.70688, -6.06586, 2.63011], [-0.64177, -4.43957, 3.91235], [-0.60628, -2.04795, 3.25469], [4.49206, -1.95151, -0.03235], [5.58699, -1.86948, -1.42662], [5.84350, -3.07377, -0.17439], [-3.77748, 0.46332, 0.28847], [-3.04939, -0.86941, 1.12937], [-3.98947, -1.92136, 0.90564], [-1.80819, -1.01467, 0.36289], [-2.92818, -0.35685, 2.45171]], "forces_ev_per_angstrom": [[3.7, 3.7, 1.8], [-0.2, 0.0, -0.1], [0.1, -0.1, 0.4], [0.6, -0.2, 0.0], [0.2, 0.1, -0.8], [-0.1, -1.7, 0.4], [-0.5, 0.0, 0.3], [-0.3, 0.2, -0.2], [-0.2, 0.3, -0.3], [-0.5, -0.6, 0.9], [0.4, 0.2, -0.1], [0.0, 0.0, -0.1], [0.2, 0.2, 0.2], [-0.2, 0.0, 0.1], [-0.5, 0.2, -0.1], [0.1, -1.1, -1.7], [-0.2, -0.4, 1.0], [0.9, -0.1, 0.1], [0.3, 0.2, -0.7], [-0.1, -0.1, 0.0], [0.1, 0.0, 0.0], [0.0, 0.0, 0.0], [0.0, 0.0, 0.0], [0.0, 0.0, 0.0], [-0.1, 0.0, -0.1], [0.0, -0.1, -0.1], [0.0, 0.0, 0.0], [0.0, 0.0, 0.0], [0.0, -0.1, 0.0], [0.0, 0.0, -0.1], [-0.1, 0.0, 0.0], [0.0, 0.1, 0.0], [0.0, 0.0, 0.0], [0.0, 0.0, 0.0], [0.0, 0.0, 0.0], [-0.2, 0.4, 0.2], [-0.7, -1.1, -0.2], [0.2, 0.5, 0.8], [-0.5, 0.0, -0.5], [0.3, 0.1, 0.1], [-0.9, 0.0, -0.1], [0.0, 0.0, -0.3], [0.1, -0.1, 0.0], [0.0, 0.0, -0.1], [0.1, -0.1, 0.0], [-0.1, 0.0, 0.0], [0.0, 0.0, 0.0], [-0.1, 0.0, 0.0], [0.0, 0.0, 0.0], [0.0, 0.0, 0.1], [0.0, 0.0, 0.1], [-0.1, 0.0, 0.1], [-0.1, -0.1, -0.1], [0.0, 0.0, 0.0], [0.0, -0.1, 0.0], [0.0, 0.2, 0.0], [0.3, -0.2, -0.4], [-0.3, 0.4, 0.3], [0.0, 0.1, 0.3], [0.0, 0.0, 0.0], [0.1, 0.0, -0.1], [-0.2, 0.1, 0.2], [0.0, -0.2, 0.1], [0.1, 0.4, -0.2], [1.1, -2.0, -0.3], [-1.3, 0.9, -1.2], [-0.9, 0.3, -0.4], [-0.2, -0.1, 0.2], [0.0, 0.0, -0.2], [0.0, 0.0, 0.0], [0.0, 0.0, 0.0], [0.1, 0.0, 0.0], [0.0, 0.0, 0.0], [0.0, 0.0, 0.0], [0.0, 0.0, 0.0], [0.0, 0.1, -0.2], [0.0, 0.0, 0.0], [0.0, 0.0, 0.0], [0.0, 0.0, 0.0], [0.0, 0.0, 0.0], [0.0, 0.0, 0.0], [0.0, 0.0, 0.1], [0.0, 0.1, 0.0], [0.4, -0.8, -0.1], [-2.2, -0.5, 0.4], [0.3, -0.2, -0.1], [0.3, 0.5, 0.1], [0.2, 0.1, 0.0]], "lowdin_charge": [1.4635, -0.0362, -0.1232, -0.0395, -0.1607, -0.1253, -0.5565, 1.0508, -0.5022, 0.0328, -0.0911, -0.0282, -0.0223, 0.0299, -0.5690, -0.0617, -0.1441, -0.0415, -0.1200, -0.0145, 0.0966, 0.0992, 0.0675, 0.1295, 0.1007, 0.1094, 0.1264, 0.0990, 0.0824, 0.1054, 0.1032, 0.1371, 0.0997, 0.0551, 0.1059, -0.0807, -0.2708, 0.7636, -0.2860, -0.0406, -0.2568, -0.0663, 0.1005, 0.0767, 0.0793, 0.1002, 0.0910, 0.1019, 0.0950, 0.0902, 0.0811, -0.0442, -0.2317, -0.0452, -0.0714, -0.0332, -0.2011, 0.0968, -0.1624, -0.0126, -0.0593, -0.0746, -0.0184, -0.0622, -0.5956, -0.1011, -0.1112, -0.1608, -0.0319, 0.0778, 0.0861, 0.0827, 0.1108, 0.1065, 0.1201, 0.1128, 0.1128, 0.1122, 0.1060, 0.1193, 0.0643, 0.0782, 0.0916, -0.1599, 0.4855, -0.2363, -0.3411, -0.2453], "e_lumo_ha": [-0.1772, -0.1780], "multiplicity": 2, "max_force_ev_per_a": 5.55, "homo_energy_ha": [-0.34554, -0.33951], "mol_weight_g_mol": 926.91, "total_charge": 1}